Molecular formula: C23H29N3O2PS2Tc
Method: DFT, ωB97M-V/def2-TZVPD

Geometry as XYZ:
```
61
Properties=species:S:1:pos:R:3:forces:R:3:lowdin_spin:R:1
Tc -0.84083 0.17549 0.79653 0.47 0.41 1.97 2.873
S -1.98569 0.47466 3.23831 -0.31 0.75 -1.11 -0.059
S 0.84368 0.19209 2.46182 0.76 -0.17 -1.10 -0.055
P -0.33348 -0.27573 4.06722 -0.22 -0.50 0.06 0.021
O -0.38711 -1.81229 4.21549 0.22 0.27 0.00 0.008
O 0.15948 0.30106 5.38542 -0.07 0.07 0.02 0.001
N 0.45423 -0.01575 -0.78723 -0.03 -0.43 -0.08 0.006
N -0.74746 -1.95166 0.49600 -0.30 0.13 0.14 0.018
N -0.57437 2.23759 0.09347 -0.50 1.00 0.11 0.025
C -0.10386 2.77704 5.20332 -0.09 -0.11 -0.10 0.002
C 1.77399 -1.42246 -2.15640 0.34 -0.27 -0.34 0.000
C 0.61192 1.64989 5.90701 0.10 0.20 -0.10 0.000
C -0.77614 4.63455 0.03688 -0.09 0.28 0.05 0.002
C 0.17101 -2.36062 -0.44110 -0.12 0.83 0.24 0.004
C -2.46542 3.38969 1.30161 0.10 0.77 -0.28 0.006
C 0.27762 4.72244 -0.82561 0.23 0.57 -0.22 0.011
C -1.47653 -2.88106 1.15907 -0.35 0.75 0.26 0.017
C 0.18808 -2.72926 6.43922 0.02 0.05 -0.02 0.000
C 0.98443 1.09503 -1.35193 -0.46 -0.28 0.53 0.014
C 0.44352 2.35972 -0.84403 -0.77 -0.53 0.83 0.004
C 2.11630 1.67914 5.80301 0.01 -0.06 -0.07 -0.001
C 1.92117 0.97670 -2.33821 0.54 -0.07 -0.56 0.000
C -2.56662 -2.45696 2.10936 -0.09 -0.06 -0.55 0.009
C -1.25223 -4.22964 0.93981 0.07 -0.40 -0.09 0.002
C 0.84402 -1.26831 -1.16831 -0.60 0.51 0.66 0.016
C 0.41797 -3.67325 -0.67756 0.10 -0.66 -0.13 0.002
C 2.31606 -0.29277 -2.74557 0.14 0.23 -0.15 0.025
C -0.90670 -2.62088 5.40851 0.06 0.18 0.17 0.001
C -2.20390 -2.02748 5.90560 -0.05 0.00 -0.09 0.000
C 0.87790 3.56427 -1.29095 0.46 0.23 -0.41 0.003
C -1.22676 3.40525 0.48294 0.57 -1.42 -0.33 0.018
C -0.30051 -4.63658 0.03620 0.06 -0.10 -0.07 0.012
H 1.67997 3.62589 -2.01472 -0.07 0.02 0.06 0.000
H -2.37403 4.02420 2.18475 0.04 0.01 -0.08 0.001
H 0.19243 3.70614 5.68758 0.02 0.05 0.02 0.000
H -2.76053 -1.38523 2.08562 -0.01 -0.49 -0.14 0.006
H 2.34600 1.85350 -2.80702 0.00 -0.09 0.00 0.000
H 3.05290 -0.39890 -3.53190 -0.01 0.01 0.01 0.001
H 2.56248 0.79296 6.25828 -0.05 0.09 -0.04 0.000
H -3.50092 -2.95635 1.84983 0.08 -0.18 -0.03 0.000
H -3.29434 3.77268 0.69771 0.12 0.10 0.03 0.000
H 0.18835 2.84279 4.14802 -0.05 -0.02 0.13 0.002
H -2.73524 2.42613 1.61023 -0.39 -1.38 0.49 0.003
H -0.12419 -5.69078 -0.14271 0.01 0.06 0.01 0.000
H 2.08303 -2.40666 -2.47957 0.01 0.05 0.00 0.000
H 1.14907 -3.97593 -1.41519 -0.06 0.00 0.05 0.000
H -2.30820 -2.71800 3.13269 -0.01 -0.08 -0.08 0.001
H -1.85324 -4.95210 1.47621 0.01 0.02 0.00 0.000
H -1.29748 5.52494 0.36265 -0.01 -0.02 0.03 0.000
H -2.95643 -1.95337 5.11212 0.12 0.04 0.17 0.000
H -2.04985 -1.04958 6.37148 -0.02 -0.06 -0.06 0.000
H 2.44352 1.76046 4.76015 -0.04 -0.01 0.12 -0.001
H -1.07765 -3.57740 4.92709 0.01 -0.13 -0.08 0.000
H 0.29423 1.58088 6.94020 -0.04 -0.03 0.14 0.000
H -0.09281 -3.50710 7.15053 0.00 0.02 0.01 0.000
H -1.19184 2.69144 5.28703 0.18 0.00 -0.01 0.000
H 0.62067 5.68883 -1.17614 0.00 -0.04 0.02 0.000
H 2.48490 2.55403 6.34148 -0.01 -0.03 -0.04 0.000
H 1.13484 -3.02175 5.98288 -0.07 0.01 0.02 0.000
H 0.31821 -1.79607 6.99049 -0.01 -0.08 -0.06 0.000
H -2.60849 -2.68671 6.67428 0.01 0.00 0.01 0.000
```
Positions in Å, forces in eV/Å.

Gap between HOMO and LUMO (alpha / beta) (eV): 6.3 / 6.3
<S²>: 3.884
Highest occupied orbital energy (alpha / beta) (eV): -17.98 / -17.96
Total charge: +3
2S+1: 4



Molecular formula: C7H13NO4S
Method: DFT, ωB97M-V/def2-TZVPD

Geometry as XYZ:
```
26
Properties=species:S:1:pos:R:3:forces:R:3:mulliken_charge:R:1
S -0.19372 -1.11280 -0.21765 -1.07 -1.80 1.13 1.276
O 0.76489 -0.55851 -2.71717 0.48 -0.53 1.26 -0.244
O -1.39515 -1.27488 -1.05201 1.63 1.37 1.37 -0.627
O 2.58306 0.77477 -2.30861 -0.22 -0.76 0.74 -0.601
O 0.63877 -2.31693 -0.14238 0.00 1.53 -0.28 -0.692
N 1.76997 0.77883 0.50580 -1.53 -0.46 0.40 -0.501
C 0.99036 1.89875 0.11462 -2.38 -2.94 0.53 -0.481
C -0.67973 -0.92284 1.64862 -0.35 1.91 -0.11 -0.951
C 1.60719 0.17820 -1.91608 -0.43 0.50 -3.40 0.409
C -2.20566 0.71208 3.26515 2.45 -0.54 -0.67 -1.319
C 1.10624 -1.05179 -3.99070 4.61 0.60 -1.04 -0.736
C -1.98858 -0.12910 1.95124 -1.90 0.51 -0.83 -0.023
C 0.96365 0.31359 -0.63313 -0.99 2.40 3.31 0.459
H 0.19070 2.34760 0.77715 0.56 -1.46 -0.68 0.163
H 1.91895 -0.35615 -4.43742 -1.44 -0.88 0.52 0.288
H -0.76282 -1.97788 1.81153 0.02 -0.53 0.39 0.455
H 1.60853 -2.07829 -4.11794 -0.93 1.19 1.28 0.259
H -2.78062 1.61659 3.18013 -0.56 0.05 -0.52 0.329
H 2.67569 0.95370 0.18171 2.01 -0.23 -0.43 0.305
H -2.86289 -0.89172 1.97192 1.22 1.58 -1.01 0.263
H 0.10107 -0.45472 2.27985 0.23 -0.60 -0.89 0.412
H 1.43761 2.66268 -0.40794 1.15 1.27 -1.77 0.360
H -2.02744 0.72269 1.16391 -0.59 -1.90 0.69 0.161
H 0.27251 -1.04924 -4.60748 -1.72 0.19 -0.84 0.286
H -2.50725 0.17245 4.11965 -0.84 -0.96 0.74 0.399
H -1.22535 1.04293 3.57724 0.59 0.48 0.11 0.350
```
Positions in Å, forces in eV/Å.

Structure (SMILES): CCCS(=O)(=O)[C@@]1(C(=O)OC)CN1
ΔE to the lowest compared entry with this formula, charge and spin (eV): 4.7331
Gap between HOMO and LUMO (eV): 10.3
Highest occupied orbital energy (eV): -10.07



Molecular formula: C48H63MoN5OP3S
Method: DFT, ωB97M-V/def2-TZVPD

Geometry as XYZ:
```
122
Properties=species:S:1:pos:R:3:forces:R:3:mulliken_charge:R:1
Mo -0.64497 1.04014 0.61844 2.36 -1.36 -1.27 -0.304
S 0.97943 0.32414 -3.07321 0.14 -0.51 -0.87 0.658
P 1.55962 -0.80384 2.35375 1.05 -1.83 1.46 -0.495
P -2.74577 0.31827 -0.24693 -1.65 -0.81 -0.45 0.910
P -1.01398 2.73609 -1.07790 -0.72 2.04 -0.79 1.096
O 0.39196 0.00420 -1.70819 -0.57 -0.01 1.16 0.096
N 2.95067 -1.31355 1.64512 -0.67 0.79 -0.06 0.552
N 0.61913 -2.16511 2.42141 0.14 0.81 -0.32 1.046
N -2.53438 2.09631 -0.40531 0.76 -0.65 -0.26 -0.557
N 0.68596 0.29747 1.51053 -1.62 1.10 -0.52 -0.773
N 1.95804 -0.10757 3.78518 -0.58 0.25 -0.83 0.625
C -4.69942 -0.54242 1.51640 0.17 0.05 -0.07 -0.299
C 4.15482 -0.46251 1.79189 0.21 0.23 -0.08 -0.733
C -2.75093 -0.69366 -1.72765 0.41 -0.04 0.32 1.484
C 4.61833 -4.03940 -5.20521 0.12 0.01 0.01 -1.602
C -2.00322 -2.86614 -2.46311 -0.07 -0.09 0.04 -0.685
C -0.73813 -3.84727 4.36816 0.07 0.14 0.13 -0.984
C 2.04384 0.62728 6.66066 0.01 -0.03 -0.10 -0.770
C -2.66384 2.60029 0.94740 -0.07 -0.03 0.49 -0.690
C 4.09698 -1.89832 -0.46742 -0.02 0.21 0.07 -1.066
C -1.27126 7.14851 0.06628 0.05 -0.04 0.05 -0.555
C 0.77553 -3.91557 4.17926 -0.12 0.03 -0.16 -0.492
C -1.10481 4.48816 -0.66658 0.35 -0.23 0.21 -0.045
C 3.98580 -1.63343 -4.87455 -0.01 -0.16 0.01 -0.797
C 1.17668 -3.48265 2.77143 0.15 -0.22 0.12 -1.070
C -1.25287 2.76414 -2.86158 0.19 -0.24 0.10 0.518
C -7.01078 0.09402 1.37372 0.06 -0.03 0.02 -0.650
C 2.76581 -1.86594 0.27128 0.12 -0.36 -0.14 -0.209
C -1.26894 -2.46118 4.00218 0.06 -0.16 -0.13 -0.520
C 2.08628 -1.00283 -3.56332 -0.05 0.35 0.20 0.696
C -3.64153 -0.62555 -2.79876 0.01 0.05 -0.05 -0.261
C -1.59254 3.19512 -5.57129 -0.05 0.02 0.04 -0.778
C -5.45749 0.91354 -0.26831 0.11 0.03 0.01 -0.313
C 1.11428 0.96274 4.35165 -0.06 0.16 0.12 -0.295
C 3.18294 -0.64345 -4.33414 0.00 0.15 0.06 -0.570
C -0.19311 6.38677 0.49484 -0.01 0.06 0.04 -0.786
C -0.35356 3.42612 -4.98595 0.03 0.03 -0.05 -0.669
C 2.84709 -0.78912 4.74584 0.16 -0.13 0.22 -0.965
C -6.74459 0.84571 0.23457 -0.04 0.06 -0.03 -0.809
C -2.86140 -2.77827 -3.54954 0.09 -0.04 0.06 -0.849
C -3.67053 -1.65915 -3.71767 -0.10 0.06 -0.04 -0.879
C -2.25473 6.58924 -0.74463 -0.10 -0.01 -0.06 -0.749
C -2.49811 2.54312 -3.44252 -0.01 0.04 0.15 -0.023
C 1.79069 -2.33634 -3.32686 -0.16 -0.08 0.10 -0.638
C -0.30928 -0.12647 -4.26812 0.09 0.22 0.21 -0.608
C -0.83306 -2.10246 2.58343 -0.06 0.01 0.15 -0.255
C -2.16833 5.26546 -1.13315 0.03 -0.06 -0.04 -0.226
C 2.60907 -3.31666 -3.86025 0.02 0.01 0.03 -0.858
C 4.64784 -0.48004 -0.67111 -0.09 -0.05 0.05 -0.328
C 2.21721 -0.80895 6.13329 -0.01 0.09 -0.08 -0.775
C -2.66328 2.75915 -4.80152 -0.02 -0.01 -0.03 -0.709
C -5.99400 -0.60759 2.00662 -0.07 0.00 0.05 -0.629
C -1.93575 -1.82187 -1.55649 -0.01 0.26 -0.07 -0.015
C -0.11542 5.04817 0.14253 -0.02 -0.19 -0.02 -0.239
C 3.71971 -2.98412 -4.63993 -0.05 0.16 -0.01 0.838
C 1.85672 1.62434 5.50432 -0.03 -0.15 0.05 -0.985
C 4.35909 0.40256 0.55532 0.02 -0.20 -0.01 -0.475
C -0.17858 3.21855 -3.62853 -0.07 0.02 0.13 -0.661
C -4.43254 0.22835 0.38597 0.30 0.00 0.29 0.532
H -3.09189 7.18891 -1.07512 0.02 0.03 -0.02 0.473
H 2.05873 -1.25240 -0.30122 -0.01 -0.04 0.05 -0.166
H 0.77095 3.43761 -3.15439 0.06 -0.01 -0.10 0.436
H 0.71330 4.43441 0.47947 0.02 0.07 0.06 0.537
H -1.28211 -2.81579 1.87942 0.00 0.08 -0.04 0.367
H -0.88831 -1.71208 4.70315 0.00 0.02 0.00 0.100
H -2.90499 -3.58772 -4.26602 -0.04 -0.01 0.00 0.448
H -0.99117 -4.08041 5.40214 -0.05 -0.05 -0.02 0.480
H 1.12542 -4.93504 4.34404 0.07 0.02 0.02 0.460
H -1.24936 -1.85746 -0.71750 0.02 -0.11 -0.05 -0.196
H -1.39940 -3.75102 -2.31081 0.02 0.00 -0.05 0.526
H 4.18945 -0.03191 -1.55431 0.06 -0.02 -0.06 0.033
H 1.25025 -1.31638 6.08826 0.02 -0.04 0.00 0.145
H 0.46841 3.78638 -5.58958 0.02 0.02 0.02 0.520
H 0.16455 0.55844 4.72923 0.00 0.00 -0.08 0.201
H -2.91878 4.83047 -1.78263 -0.03 0.06 0.00 0.439
H -1.73726 3.38917 -6.62545 0.04 -0.04 -0.02 0.459
H 0.91690 -2.60503 -2.74259 0.04 0.00 0.02 0.102
H 5.47946 -4.18231 -4.54823 -0.01 -0.03 0.00 0.314
H -7.54101 1.39463 -0.24920 -0.01 -0.03 -0.03 0.486
H 1.18344 0.66458 7.32871 0.02 0.02 0.03 0.329
H 4.03694 0.16336 2.67179 0.07 -0.08 0.01 0.454
H -1.17012 -1.09494 2.32041 -0.12 -0.12 -0.01 -0.377
H 5.01682 -1.11387 1.94403 -0.03 0.01 0.10 0.365
H -4.35210 -1.60949 -4.55608 0.01 0.01 -0.01 0.499
H 0.57665 6.83135 1.11029 0.01 0.00 0.00 0.468
H -1.22552 -4.59702 3.73847 0.00 -0.03 0.00 0.324
H -4.30521 0.21731 -2.92892 -0.05 -0.01 0.03 0.366
H 3.06708 -1.79212 4.37661 0.01 0.01 0.06 0.684
H -8.01546 0.06069 1.77220 -0.01 -0.02 -0.01 0.435
H -1.35120 8.18423 0.36732 0.02 0.02 -0.03 0.434
H 2.91588 0.91887 7.24495 -0.02 0.00 0.04 0.337
H -0.49653 -1.19400 -4.20366 0.01 -0.04 0.05 0.366
H 2.35170 -2.87210 0.35976 -0.01 0.03 -0.03 0.308
H 3.93930 -2.37958 -1.42922 0.01 -0.10 -0.08 0.312
H 1.29989 2.49761 5.84170 0.03 0.04 -0.03 0.388
H 2.82737 1.97025 5.14336 -0.03 0.08 -0.03 0.348
H -3.57941 2.26541 1.43128 0.16 -0.25 0.02 0.488
H 2.37821 -4.36033 -3.68645 0.00 -0.01 0.02 0.443
H 3.79472 -0.24559 4.81095 0.02 -0.08 -0.13 0.449
H -2.61590 3.68523 0.99423 0.31 -0.05 0.02 0.422
H -5.24282 1.50751 -1.14897 -0.08 0.06 0.02 0.259
H -6.20873 -1.18752 2.89365 0.00 -0.04 -0.02 0.475
H 5.17735 1.09953 0.73311 -0.05 0.06 0.00 0.530
H 3.39938 0.40074 -4.52820 0.02 0.00 0.01 0.534
H 5.00767 -3.73622 -6.17584 -0.02 -0.05 -0.02 0.414
H 3.44678 0.98770 0.39544 0.06 0.07 0.03 -0.020
H -1.76345 2.21111 1.60861 -0.69 0.78 0.59 0.417
H 4.81465 -2.50641 0.08572 -0.05 -0.07 0.00 0.461
H -3.63018 2.60225 -5.26066 -0.01 0.02 0.01 0.509
H -1.20943 0.44062 -4.04668 0.04 0.02 -0.01 -0.165
H 0.79618 -4.20802 2.04355 0.02 0.04 -0.03 0.538
H 2.26039 -3.43990 2.67445 -0.04 -0.06 -0.05 0.579
H 0.88978 1.67935 3.55882 0.04 0.04 0.11 0.222
H 5.72037 -0.53752 -0.85486 -0.01 0.04 -0.04 0.405
H -3.33483 2.24812 -2.82470 -0.04 -0.02 -0.07 0.538
H 0.06259 0.13225 -5.25873 0.06 -0.02 0.00 0.623
H 2.85804 -1.38565 6.79911 -0.05 -0.05 0.01 0.589
H -2.35941 -2.45105 4.05997 0.00 0.06 0.02 0.405
H 4.11406 -4.99801 -5.30619 -0.02 0.01 -0.01 0.390
H 4.82490 -1.36031 -5.50138 0.03 0.03 0.04 0.449
H -3.89687 -1.08614 2.00242 -0.04 0.02 0.07 0.417
H 1.27148 -3.27128 4.90921 0.01 -0.03 0.04 0.015
```
Positions in Å, forces in eV/Å.

ΔE to the lowest compared entry with this formula, charge and spin (eV): 3.5950
Gap between HOMO and LUMO (alpha / beta) (eV): 5.8 / 5.9
Highest occupied orbital energy (alpha / beta) (eV): -15.51 / -15.51
Total charge: +3



Computed values of calculated total energy (unit: Eh) for the preceding records, in sequence: -2426.26402; -1028.27423; -3705.44800.
Computed values of max |F| (unit: eV Å⁻¹) for the preceding records, in sequence: 2.1; 4.8; 3.0.